Below is a molecular structure, C3H10N2, with properties calculated with ωB97M-V/def2-TZVPD.

ΔE to the lowest compared entry with this formula, charge and spin (kJ/mol): 295.7
E_LUMO (eV): 1.1
HOMO level (hartree): -0.2991
Kohn-Sham gap (eV): 9.22

```
15
Properties=species:S:1:pos:R:3:forces:R:3
N -0.077 -1.955 0.673 -0.5816 0.4912 0.7223
N -0.814 1.477 -0.883 -0.3818 0.3207 -0.3101
C -0.622 -0.995 1.434 0.0949 -1.5268 -0.2430
C 0.311 1.010 -0.176 -0.6761 -0.8411 1.1195
C 1.162 -0.001 -0.788 -0.1792 -1.0348 0.3764
H -0.741 -2.276 -0.033 -0.0113 0.1531 0.0290
H -1.014 1.038 -1.769 0.2011 0.0192 0.0916
H -1.704 -0.828 1.442 0.1307 0.2068 -0.2222
H 2.195 0.044 -0.451 0.0136 0.0468 -0.0485
H 0.801 1.772 0.427 -0.1142 -0.0185 -0.0545
H 1.106 -0.057 -1.873 -0.0376 0.0218 -0.0001
H -0.964 2.474 -0.914 0.0968 -0.1784 0.0783
H -0.161 -0.864 2.415 0.1537 0.3061 -0.1960
H 0.767 -1.064 -0.335 0.5530 0.9603 -0.6254
H -0.246 0.225 0.831 0.7379 1.0734 -0.7175
```
Positions in Å, forces in eV/Å.

Below is C2H2F3O3PS in the gas phase, with properties calculated with ωB97M-V/def2-TZVPD.

ΔE to the lowest compared entry with this formula, charge and spin (kJ/mol): 0.0
E_LUMO (eV): -0.3
HOMO level (hartree): -0.3835
Kohn-Sham gap (eV): 10.16

```
12
Properties=species:S:1:pos:R:3:forces:R:3
S 0.365 1.708 -0.016 -1.4437 -0.2277 -0.5312
P -1.418 1.237 -1.196 -0.1560 0.5470 0.0722
F 1.269 -1.974 1.047 -0.3639 -0.1998 0.0142
F 2.205 -0.619 -0.328 0.0211 0.0746 -0.2356
F 2.072 -0.113 1.760 -0.0070 0.3848 0.2917
O -0.668 -0.580 -0.522 0.2051 -0.7149 -0.1086
O -1.135 1.195 -2.611 0.4363 0.0481 -0.6724
O -2.724 1.320 -0.553 0.4544 -0.0161 0.5823
C 0.063 0.005 0.526 1.0103 0.1894 1.2378
C 1.427 -0.673 0.745 -0.0607 -0.4380 -0.2810
H -0.482 -0.019 1.482 0.0576 -0.0751 -0.3205
H -0.975 -1.487 -0.334 -0.1534 0.4276 -0.0490
```
Positions in Å, forces in eV/Å.

Below is 2 unconnected molecules or ions with the total composition C3H11N2OS, with properties calculated with ωB97M-V/def2-TZVPD.

ΔE to the lowest compared entry with this formula, charge and spin (kJ/mol): 5.6
E_LUMO (eV): 4.1
Total charge: -1
HOMO level (hartree): -0.1140
Kohn-Sham gap (eV): 7.21

```
18
Properties=species:S:1:pos:R:3:forces:R:3
S 1.347 0.038 0.570 -0.0648 0.0412 0.0399
O 0.056 0.012 -2.332 -0.0720 -0.0653 -0.2051
N -0.308 2.283 -1.606 -0.4465 0.0577 -0.2151
N -1.466 -1.334 1.204 -0.2508 -0.4733 -0.2367
C 0.894 -1.291 1.735 0.0634 0.1329 -0.2307
C -0.852 1.073 -2.181 0.0734 -0.0006 -0.1158
C -0.516 -1.191 2.285 0.1471 0.0414 0.3090
H 0.205 2.040 -0.766 0.1123 0.0444 0.1213
H -1.165 -0.730 0.447 0.0136 0.1454 -0.0670
H 0.306 2.720 -2.276 0.3221 -0.0297 0.0990
H -1.708 0.765 -1.575 -0.0718 -0.0635 0.1570
H 1.593 -1.291 2.568 0.1204 -0.0441 0.1253
H -0.651 -2.002 3.013 -0.1542 -0.0380 -0.0340
H 0.403 -0.201 -1.434 0.2138 0.0032 0.0832
H -0.631 -0.245 2.828 0.1029 0.1050 0.0243
H 0.972 -2.250 1.216 0.0693 -0.0909 0.0689
H -2.405 -1.086 1.474 -0.0857 0.1694 0.0457
H -1.218 1.296 -3.187 -0.0925 0.0648 0.0310
```
Positions in Å, forces in eV/Å.

Below is a molecular structure, C52H50FLaN7O11, with properties calculated with ωB97M-V/def2-TZVPD.

ΔE to the lowest compared entry with this formula, charge and spin (kJ/mol): 56.4
E_LUMO (eV): -3.1
Total charge: +1
HOMO level (hartree): -0.3126
Kohn-Sham gap (eV): 5.40

```
122
Properties=species:S:1:pos:R:3:forces:R:3
La 0.900 0.847 2.004 -0.0675 -0.0301 1.0841
F 0.033 -2.686 -4.097 -0.4081 0.3522 0.6538
O 3.278 -0.698 2.331 -0.7041 -0.0714 -0.5488
O -0.334 0.639 4.476 0.9239 0.9963 -0.3478
O -1.125 -1.721 4.354 0.4223 -0.4846 -0.1087
O 0.378 -1.406 2.695 0.1188 0.2571 0.7819
O -2.348 -6.617 3.196 -0.7118 -0.0483 -0.9901
O -1.234 1.846 1.782 -1.0548 0.7295 -0.3731
O -0.364 -0.118 -0.017 0.4878 0.0928 0.9331
O 1.707 2.600 0.628 0.4450 -0.1624 -0.1031
O -2.971 3.093 0.950 0.7263 -0.5968 0.6573
O -2.332 -6.654 0.884 0.2945 -0.2257 -0.1722
O 2.135 2.557 3.403 -0.1077 0.9847 0.4553
N 2.316 5.805 4.612 0.3215 -0.7543 -0.3457
N 2.275 -0.006 -0.081 -0.0916 1.0339 0.2845
N -3.912 0.376 -1.860 -0.8705 0.4241 0.5676
N -4.127 -4.494 -6.098 -1.1754 0.0119 0.1372
N 2.093 0.375 -1.269 0.5403 -1.2551 -0.1337
N -2.500 -2.900 -5.185 0.9166 -0.9406 0.5060
N 2.614 4.440 4.649 0.9742 0.7525 0.7433
C -2.216 2.120 0.981 0.4581 0.2498 -0.1084
C -1.817 -5.452 2.694 0.2028 -0.3358 0.4252
C -0.805 -1.413 -2.240 1.3151 -0.8345 -1.4691
C -4.250 -3.129 -6.802 -0.1410 -0.9152 -0.3714
C 3.646 -3.000 1.572 -0.7218 1.0219 -0.1018
C -1.807 -4.219 -5.331 -1.4317 1.2170 0.2603
C -2.728 -5.038 -6.221 -0.3819 -0.7097 -1.4727
C 0.718 7.306 3.523 0.3142 0.2218 -0.4393
C 1.615 2.712 -0.627 -1.0783 0.2488 -0.8893
C 3.508 -1.152 3.665 0.5576 -0.2455 -0.1541
C 1.071 3.173 -3.389 -0.3862 -1.7947 -0.9019
C 5.339 2.825 6.470 -0.0235 -0.4982 0.5664
C -3.599 1.158 -0.784 1.1251 -0.9548 -0.9320
C 0.725 3.340 -4.756 0.1468 1.7132 0.3819
C 2.714 -2.248 -0.965 0.0559 0.9431 0.2826
C -0.503 -2.079 3.339 0.0660 0.7075 -0.6428
C -2.261 -2.086 -4.052 0.8677 -0.0499 0.4412
C -0.850 -3.335 2.673 0.2114 -0.4405 -0.7833
C -5.280 0.463 -2.336 -0.8958 -0.7264 -0.0818
C -1.045 -4.571 0.584 -0.1068 0.3721 0.2913
C 3.571 -3.891 0.525 0.1966 -0.5835 -0.7592
C 2.759 -1.306 0.069 0.2950 -0.5358 0.4664
C -1.464 0.109 -0.510 -0.6056 0.1400 -0.5401
C -2.413 1.101 -0.122 -0.3768 -0.0159 0.2668
C 2.540 6.590 5.799 -0.3061 -0.8122 0.3617
C -3.025 -0.545 -2.369 -0.0765 0.5502 0.6454
C -3.267 -1.308 -3.498 -0.1413 -0.2686 -1.0898
C -6.138 -0.779 -1.986 0.4963 -0.1513 -0.0642
C -2.991 -7.178 2.032 0.5711 -0.8857 0.7049
C 1.415 5.998 3.635 -0.2860 -0.6658 -0.1986
C 3.227 -1.674 1.349 0.1833 -0.3694 -0.2427
C 1.293 4.037 -1.135 0.0392 -0.4010 -1.3714
C -1.668 -5.529 1.325 -0.8703 -0.6031 0.0864
C 1.657 1.602 -1.579 0.2917 1.7890 1.2049
C 6.411 3.647 6.189 0.5008 0.4160 -0.0939
C 1.424 0.808 -3.936 -0.4335 0.4332 0.3793
C 1.219 4.810 2.951 0.2915 0.4763 0.9086
C 1.407 1.856 -2.961 -0.1711 0.2424 -0.8848
C 4.070 3.039 5.967 0.8142 0.8364 -0.5058
C -1.812 -0.667 -1.708 -0.3662 0.5725 0.5324
C 0.993 4.228 -2.458 0.5450 0.3053 1.0748
C 5.001 4.957 4.764 0.0953 -0.0402 -0.3854
C 1.032 1.034 -5.227 0.0579 0.5804 0.0686
C 0.693 2.335 -5.663 0.3540 -0.8318 -0.0664
C 3.938 4.108 5.092 -0.4682 0.2162 0.3221
C -2.975 -2.362 -6.429 -0.1058 0.1597 0.0945
C -0.593 -3.456 1.311 0.1274 0.0325 -0.6445
C -1.465 -4.345 3.387 -0.2243 0.0030 0.4045
C 6.256 4.719 5.317 -0.5921 -0.2186 0.0535
C -0.990 -2.059 -3.432 -0.5531 -0.4565 -0.5949
C 3.142 -3.520 -0.766 0.1005 -1.2111 1.0338
C 1.982 3.792 3.634 -0.7763 -0.5713 -1.6023
H -5.798 -1.648 -2.608 -0.5760 0.6255 0.6285
H 1.660 6.590 6.433 -0.3222 0.2463 0.1014
H 3.863 -4.924 0.674 -0.0117 0.0598 0.1518
H -1.683 -4.685 -4.363 -0.0259 0.0599 0.3025
H -2.749 -6.121 -5.982 0.1104 0.7083 -0.2259
H 1.684 -0.187 -3.620 0.1137 -0.1473 0.0866
H 3.905 -3.298 2.577 0.1837 -0.2474 -0.2001
H 0.181 -1.337 -1.815 0.1772 -0.1890 0.2606
H -7.221 -0.569 -2.143 0.8305 -0.2394 0.0381
H -5.955 -1.027 -0.922 -0.2928 0.0208 -0.5387
H -4.046 -6.914 2.026 -0.2051 0.3033 -0.0709
H 0.725 5.213 -2.824 -0.0384 -0.0098 0.0682
H 3.053 -4.292 -1.530 0.1543 0.2887 0.0715
H -4.897 -5.161 -6.378 1.2007 0.8340 0.1593
H -4.196 -1.245 -4.054 -0.0898 -0.0217 0.2640
H 2.836 7.581 5.524 0.1921 0.5415 -0.0097
H -2.489 -4.875 -7.298 0.0221 -0.4945 0.7770
H -0.070 -2.642 0.798 -0.2609 -0.3140 0.2278
H 2.704 -1.802 4.012 -0.0118 -0.0098 -0.0890
H 0.617 4.717 2.081 -0.3482 -0.3770 -0.3268
H 7.080 5.375 5.091 0.1042 0.0679 -0.0278
H 0.514 2.496 -6.719 -0.2211 0.1900 0.1026
H 5.454 2.019 7.169 0.2165 -0.2774 0.2489
H 2.348 -1.895 -1.907 -0.1031 -0.0039 -0.4156
H -4.319 1.894 -0.527 -0.4812 0.4848 0.3560
H 1.265 4.873 -0.456 -0.0009 -0.0766 0.2932
H -0.853 -4.141 -5.799 0.8483 0.0918 -0.3425
H 0.165 7.541 4.429 -0.2594 -0.1375 0.0431
H -1.068 1.247 4.561 -0.2556 0.0711 0.0257
H 3.313 6.084 6.369 0.2229 0.3026 -0.0144
H -2.884 -8.277 2.069 0.0558 0.5422 -0.0940
H -5.750 1.335 -1.902 0.1334 0.2133 0.1746
H -5.287 0.628 -3.400 0.0798 0.0718 -0.5707
H 1.409 8.134 3.374 0.2624 -0.0263 0.0382
H -3.194 -1.314 -6.270 -0.0702 0.2054 -0.2275
H -1.697 -4.211 4.426 0.0579 -0.0355 0.3445
H 0.071 7.307 2.654 -0.2966 -0.0926 0.0767
H 3.588 -0.277 4.298 -0.1126 0.2302 -0.0398
H -4.276 -3.367 -7.870 -0.1937 0.1806 0.1440
H -0.676 -0.292 4.520 -0.3333 -0.1780 0.1923
H -2.244 -2.446 -7.248 -0.0021 0.0723 0.2503
H 4.864 5.810 4.077 -0.1001 -0.5888 0.4337
H 4.471 -1.671 3.672 -0.1248 0.0061 0.2951
H -1.018 -4.674 -0.489 0.3075 0.1896 -0.1327
H 3.232 2.456 6.298 -0.2904 -0.1651 -0.1433
H 7.374 3.513 6.681 -0.2784 -0.1994 -0.1622
H -4.241 -4.286 -5.104 -0.1823 -0.0109 0.0961
H 0.539 4.377 -5.068 -0.0933 -0.4355 0.0031
H -5.195 -2.654 -6.492 0.4473 -0.2910 -0.0024
H 1.001 0.239 -5.946 0.1211 -0.4260 -0.1679
```
Positions in Å, forces in eV/Å.

Question: Kohn-Sham gap of number 1 (C3H10N2)?
Answer: 9.22 eV

Question: What is the Kohn-Sham gap in the second record?
Answer: 10.16 eV

Question: Which value of HOMO level does entry 1 give?
Answer: -0.2991 hartree

Question: Which value of ΔE to the lowest compared entry with this formula, charge and spin does entry 2 give?
Answer: 0.0 kJ/mol